26
Properties=species:S:1:pos:R:3:nbo_charge:R:1 method="wB97M-V/def2-TZVPD" e_above_lowest_kcal_mol=0.00 e_tot_ev=-14537.73544 max_force_ha_per_bohr=0.031 total_charge=+1
Cs -26.12689 -8.46246 12.60238 0.98
C -21.68289 -12.08172 12.23090 -0.63
C -22.78856 -10.99842 12.25312 -0.07
C -22.65028 -9.97267 11.13688 -0.06
O -23.49194 -8.85679 11.46226 -0.59
C -22.96130 -7.58907 11.19404 -0.27
N -24.15511 -11.51323 12.40526 -0.86
H -20.76819 -11.48098 12.25876 0.22
H -21.69213 -12.77820 11.39648 0.22
H -21.67799 -12.65558 13.15697 0.22
H -22.60881 -10.37889 13.14316 0.18
H -22.95228 -10.42466 10.18793 0.18
H -21.63620 -9.57774 11.11986 0.19
H -23.46619 -6.77501 11.72232 0.19
H -22.94081 -7.33918 10.12553 0.18
H -21.90386 -7.48644 11.47569 0.18
H -24.34140 -12.03346 11.54775 0.36
H -24.17576 -12.16932 13.17522 0.37
C -25.18538 -4.60975 12.37466 0.78
O -26.02649 -5.48314 12.65973 -0.75
N -24.50721 -3.83914 13.25036 -0.82
N -24.84524 -4.43962 11.06394 -0.84
H -23.82559 -3.18116 12.93378 0.41
H -24.68187 -3.99668 14.22701 0.42
H -24.06852 -3.90197 10.73186 0.40
H -25.36266 -4.99329 10.40686 0.41